--- 1 ---
ORCA calculation (ωB97M-V/def2-TZVPD) on one molecule with the formula C10H10.

The value obtained for the orbital gap (spin up / spin down) is 7.03 / 7.34 eV.

```
! wB97M-V def2-TZVPD RIJCOSX def2/J DEFGRID3
* xyz 0 1
H 0.16219 -1.85417 -1.23012
C -2.98267 0.53997 0.08809
H 3.99445 -0.14768 -0.59859
H -3.37990 -0.37978 -0.05076
C -1.51201 0.45210 -0.44670
H -1.24657 -0.54404 1.34828
C -0.64107 -0.58274 0.35313
C 0.04260 -1.82585 -0.14816
H -1.47255 0.41471 -1.49473
C -0.62514 1.59446 -0.26689
H 2.56312 2.23820 0.76441
C 3.09964 -0.56757 -0.26950
C 0.79086 -0.66440 0.43981
H -2.82478 0.69765 1.12654
C 0.55020 1.93100 -0.04517
C 1.97986 -0.03601 0.17868
H 0.05409 -2.73759 0.52690
C 1.85082 1.65870 0.19426
H 2.93199 -1.61789 -0.13176
H -3.33513 1.43094 -0.33771
*
```


--- 2 ---
ORCA calculation (ωB97M-V/def2-TZVPD) on C10H10 as an isolated structure.

The value obtained for the orbital gap is 9.63 eV.

```
! wB97M-V def2-TZVPD RIJCOSX def2/J DEFGRID3
* xyz 0 1
C -1.40466 -2.43333 -0.93878
H 0.90430 -2.68467 1.00887
H 2.04249 -0.65194 1.65525
H 0.42869 3.31377 1.27700
C -2.69496 -2.28587 -1.21363
H 2.88353 1.89420 1.25787
C 0.47358 -1.48264 0.46808
C 1.37739 3.11468 1.17834
C -0.69924 0.10426 -0.91440
H -3.32509 -1.42402 -1.13978
H 2.18514 4.31994 1.39971
C -0.42844 -1.26407 -0.47302
H -0.92524 -3.26977 -1.18238
C 0.96130 0.82243 0.50813
H 0.06377 2.24799 -1.14368
H -1.75315 0.21922 -1.65255
C -0.01318 1.12124 -0.42915
C 1.22036 -0.43023 1.00340
C 1.83475 2.02478 1.03849
H -3.13133 -3.25597 -1.70776
*
```


Most favorable first, least favorable last: 2, 1


--- 1 ---
ORCA calculation (ωB97M-V/def2-TZVPD) on a 2-piece molecular cluster, C6H16N4 overall.

The value obtained for the orbital gap (spin up / spin down) is 8.72 / 8.72 eV.

```
! wB97M-V def2-TZVPD RIJCOSX def2/J DEFGRID3
* xyz 2 1
H -3.64625 -2.39705 -1.54696
C -1.30853 -0.02717 -1.93506
H 2.84724 -1.24874 1.10812
C 0.07147 0.78065 1.32522
H -1.32179 -2.97617 -0.84118
H 2.60673 3.02094 0.76518
C -2.75836 -0.41531 -2.22183
H -3.10586 -0.56637 -3.33038
H 0.20360 1.04724 2.36772
N -1.59572 -1.97548 -0.89226
N -0.73347 -1.01312 -1.17827
C 2.83173 2.11864 1.44413
H 2.96851 0.58871 -0.07858
H 3.88168 2.12328 1.75508
H 0.13918 -1.06157 -0.82648
H 1.99236 -0.40500 2.62480
H -0.61442 0.72619 -2.42130
C 2.19613 -0.43826 1.50994
N 1.20344 0.22353 0.72559
H -0.21265 1.75755 0.78311
N 2.48952 0.86832 0.80710
H 2.31006 1.97000 2.35499
H -0.68891 0.02944 1.09580
H -3.38658 0.34964 -1.91576
C -2.93139 -1.60748 -1.24993
H -3.43772 -1.47238 -0.22877
*
```


--- 2 ---
ORCA calculation (ωB97M-V/def2-TZVPD) on an isolated ion of composition C6H16N4 and charge +2.

As for the SMILES: C[NH+](C)[N+](C)(C)[C@@H](N)C#N. The value obtained for the orbital gap is 11.78 eV.

```
! wB97M-V def2-TZVPD RIJCOSX def2/J DEFGRID3
* xyz 2 1
H -1.60434 1.88260 0.53447
H -1.25700 -1.29973 1.77566
H -0.56233 -1.34100 -1.78405
H 2.89874 0.37229 0.83135
C 0.99471 -2.02305 1.49016
C 1.22666 -0.86228 0.63406
H -2.16180 -0.07083 1.17036
N -0.23072 -0.40454 0.18459
H -0.53521 2.77144 -0.66985
C -0.86639 -1.32809 -0.70173
H 1.32688 0.06591 -2.09961
H -0.65396 0.42259 2.12922
H 1.97720 0.41511 2.12629
C -1.10082 1.96723 -0.42773
H 0.59127 1.60120 0.11997
N 1.85748 0.27157 1.15007
H 1.74278 -1.28996 -0.21064
H -1.86760 1.82636 -1.16480
H -0.37211 0.41584 -2.42878
H -0.60392 -2.34507 -0.29828
H -2.01768 -1.34585 -0.86042
H 0.90217 1.70879 -2.47918
N 0.85008 -3.00317 2.03174
C 0.52425 0.78210 -1.89574
C -1.06018 -0.20524 1.33662
N 0.00182 1.01579 -0.49376
*
```


Most favorable first, least favorable last: 1, 2


--- 1 ---
ORCA calculation (ωB97M-V/def2-TZVPD) on one molecule with the formula C3H6O2.

As for the SMILES: COCC=O. The value obtained for the orbital gap is 10.53 eV.

```
! wB97M-V def2-TZVPD RIJCOSX def2/J DEFGRID3
* xyz 0 1
O -0.77404 -0.44731 0.65418
C 0.37890 -0.94969 0.02198
H -1.10492 0.88356 -0.94905
H 1.19330 1.06697 -0.49491
O 2.67126 -0.21545 -0.00540
H -1.04312 1.62636 0.67141
H 0.74866 -1.78620 0.62448
H 0.13922 -1.34752 -0.98054
H -2.43963 0.63697 0.20284
C -1.35118 0.72852 0.11331
C 1.50456 0.05542 -0.15646
*
```


--- 2 ---
ORCA calculation (ωB97M-V/def2-TZVPD) on one molecule with the formula C3H6O2.

As for the SMILES: CC(=O)CO. The value obtained for the orbital gap is 10.76 eV.

```
! wB97M-V def2-TZVPD RIJCOSX def2/J DEFGRID3
* xyz 0 1
H 1.25359 -0.35357 -1.38570
H -0.74995 1.72134 0.99793
C 1.13890 -0.87924 -0.43794
C 0.26152 -0.14838 0.55091
O 0.01630 -0.66083 1.62543
C -0.57717 1.06114 0.13435
H 0.66137 -1.84849 -0.62018
H 2.11627 -1.08947 0.00945
H -0.17007 1.65367 -0.68810
H -2.01252 -0.19830 0.31642
O -1.78084 0.47587 -0.33979
*
```


--- 3 ---
ORCA calculation (ωB97M-V/def2-TZVPD) on a 2-piece molecular cluster, C3H6O2 overall.

As for the SMILES: C=CO.C=O. The value obtained for the orbital gap is 10.28 eV.

```
! wB97M-V def2-TZVPD RIJCOSX def2/J DEFGRID3
* xyz 0 1
H 2.09442 -1.62194 -0.06066
H -2.54740 0.96539 -0.64557
H 1.91702 1.44641 -0.29628
C -3.04342 0.26246 0.04368
O -2.87488 0.32340 1.22775
H 2.92773 0.36736 -1.42425
C 2.32485 0.46683 -0.53659
O 0.96221 -0.40880 1.16707
H -3.68240 -0.48925 -0.45140
H 0.09539 -0.73169 0.88429
C 1.82649 -0.58016 0.09196
*
```


--- 4 ---
ORCA calculation (ωB97M-V/def2-TZVPD) on one molecule with the formula C3H6O2.

As for the SMILES: OC[C@H]1CO1. The value obtained for the orbital gap is 11.41 eV.

```
! wB97M-V def2-TZVPD RIJCOSX def2/J DEFGRID3
* xyz 0 1
C -0.94176 0.60903 0.11320
H 1.05804 1.04055 -0.73270
C 1.23920 -0.72812 0.57499
H -1.32958 -0.08613 0.87492
H 0.76769 -1.21275 1.42996
H -1.04028 1.62757 0.50126
O 0.67147 -1.04023 -0.68898
O -1.69731 0.54803 -1.07523
C 0.50059 0.28269 -0.18066
H 2.32778 -0.69757 0.59722
H -1.50042 -0.31511 -1.46672
*
```


Most favorable first, least favorable last: 2, 1, 4, 3


--- 1 ---
ORCA calculation (ωB97M-V/def2-TZVPD) on one molecule with the formula C2H9N3.

As for the SMILES: CNCNN. The value obtained for the orbital gap is 9.39 eV.

```
! wB97M-V def2-TZVPD RIJCOSX def2/J DEFGRID3
* xyz 0 1
H 0.01857 -1.00328 -1.15352
H 0.36449 0.50329 1.10369
C -0.10772 -0.80767 -0.07749
H 2.53160 -0.62117 -0.86718
N 1.05564 -0.34321 0.59959
N -2.41313 -0.01084 0.25913
H -2.78490 0.22324 1.17612
H -0.89809 1.08668 -0.49878
H -2.97286 0.52072 -0.41043
H 1.78607 0.98733 -0.92533
H -0.57009 -1.65677 0.44261
H 2.91185 0.57003 0.37757
N -1.03026 0.37362 0.22221
C 2.10883 0.17803 -0.24817
*
```


--- 2 ---
ORCA calculation (ωB97M-V/def2-TZVPD) on a 2-piece molecular cluster, C2H9N3 overall.

As for the SMILES: [H]/N=C/N.CN. The value obtained for the orbital gap is 10.01 eV.

```
! wB97M-V def2-TZVPD RIJCOSX def2/J DEFGRID3
* xyz 0 1
H -3.73742 -1.97472 -0.27495
H 4.14509 0.22943 1.94441
H -1.41207 -0.98581 -1.33881
H -4.29277 -1.14836 -1.56216
H -1.92616 -2.65963 -1.10403
N -3.49890 -1.38191 -0.97227
H 1.20824 2.49470 1.37728
H 3.46388 2.62372 2.31445
H -2.19562 -1.81747 -2.63018
N 1.97119 2.29259 0.80069
C -2.20234 -1.77432 -1.59933
C 3.11736 1.86009 1.60906
N 3.50906 0.66508 1.38809
H 1.85046 1.57663 0.04776
*
```


Most favorable first, least favorable last: 2, 1


--- 1 ---
ORCA calculation (ωB97M-V/def2-TZVPD) on one molecule with the formula C20H26N2O2.

As for the SMILES: CCOc1ccc(CN(C)[C@H](C)C(=O)NCc2ccccc2)cc1. The value obtained for the orbital gap is 9.08 eV.

```
! wB97M-V def2-TZVPD RIJCOSX def2/J DEFGRID3
* xyz 0 1
H -2.20066 1.83485 -2.21488
C 1.43233 1.40338 3.89032
H 2.23148 -1.04173 6.07846
C -0.35056 -2.27078 -1.87544
H 1.98711 2.57638 1.49295
H -2.37917 4.50996 0.73427
H -3.73304 0.48554 0.79227
C -0.46210 2.67922 0.98381
C -0.76169 -1.06959 -1.32130
C 2.12595 -0.52484 5.13599
H -0.85341 -0.99686 -0.24761
H -0.48162 -1.41326 -5.12717
H 2.30049 -5.42568 -2.18368
H -2.11569 3.93944 -0.90800
H -3.63770 3.56677 -0.07823
H 0.99569 2.39067 3.85269
H -0.12680 -4.90187 -2.39620
H 2.05628 -3.68573 -1.96940
C 1.86361 0.80897 2.71033
C -0.97228 -0.11641 -3.49248
C 2.41913 -0.46172 2.75626
O -0.02784 3.78616 1.22772
C 1.67547 1.53170 1.40214
C -0.56098 -1.30343 -4.05718
H -2.42943 2.19103 1.58274
C 0.56997 -4.66135 -3.20903
C 2.55363 -1.12467 3.96441
C 1.99259 -4.50817 -2.67771
H 2.25430 1.04771 0.60816
C -1.49085 1.34991 -1.52386
H -0.12519 -3.09339 -1.21465
N -2.04718 1.21203 -0.18717
H 1.22920 1.21178 6.00944
H -3.35600 -0.29013 -0.75447
H 2.75459 -0.93248 1.84254
H -0.18655 0.68867 0.81109
C -0.24193 -2.40080 -3.25486
H 0.53441 -5.47321 -3.94111
O 0.13034 -3.52647 -3.92569
C -3.38643 0.66172 -0.22538
H 2.99237 -2.11158 3.99078
C -1.07652 0.02368 -2.11194
H -1.21571 0.71941 -4.13272
H -4.10856 1.31405 -0.73655
C 1.56323 0.74059 5.09672
C -2.56477 3.68783 0.04939
H 2.67223 -4.30426 -3.50126
N 0.27737 1.55744 1.03139
H -0.60463 1.99074 -1.45960
C -1.93508 2.41584 0.62681
*
```


--- 2 ---
ORCA calculation (ωB97M-V/def2-TZVPD) on one molecule with the formula C20H26N2O2.

As for the SMILES: O=C(NCCC1=CCCCC1)[C@H]1CC(=O)N(Cc2ccccc2)C1. The value obtained for the orbital gap is 9.67 eV.

```
! wB97M-V def2-TZVPD RIJCOSX def2/J DEFGRID3
* xyz 0 1
H -2.84057 -3.47948 0.19020
H -3.89033 -2.52875 -0.88827
C -2.58942 0.73772 1.08029
C -3.07015 -2.47431 -0.17077
H -4.40658 -1.91306 1.41611
H 1.76365 -2.20050 0.30950
N -1.90009 -1.97729 -0.86475
H -5.54196 -0.21018 0.03304
H -1.53261 2.49435 0.52082
C -3.47342 2.50280 -0.45310
C 0.94056 0.82080 -0.06034
C 0.40010 -1.28704 -1.11483
C -0.66415 -2.07260 -0.33125
C 4.51659 1.21996 -0.15827
H -3.61544 3.58103 -0.54262
H 4.91619 -1.63885 1.59291
H 7.11770 -1.53717 0.49671
C 2.83981 0.11379 1.33323
C 5.75150 1.27528 -0.77774
H 7.65605 0.32772 -1.02508
H -3.01185 2.15146 -1.37965
C -2.56184 2.19245 0.73063
C -4.81502 1.80348 -0.26217
H -0.96193 0.45401 -0.98291
C 6.69055 0.28401 -0.54299
H -5.51373 2.09117 -1.05078
H 0.45960 -1.72589 -2.11388
C 4.20743 0.17300 0.70223
H -5.24231 2.10750 0.69531
H -2.05650 -1.30526 -1.59839
C -3.49921 -0.12625 0.64837
C 6.38864 -0.76190 0.31159
H 2.59772 1.06865 1.80970
H 3.78082 1.99117 -0.33523
H 2.59187 -1.45051 -1.08349
C 1.74870 -1.35649 -0.38802
C -3.44162 -1.58150 1.02617
H -2.68765 -1.72357 1.80114
C -4.61788 0.28956 -0.26992
N 1.82256 -0.11054 0.33473
H 2.79213 -0.68739 2.07829
C 5.15025 -0.81921 0.92836
C 0.08463 0.21244 -1.16462
O -0.40636 -2.75487 0.63585
H -4.39629 -0.04068 -1.29176
O 0.84403 1.94663 0.38109
H -2.88629 2.76504 1.60604
H 5.98423 2.09366 -1.44324
H 0.38220 0.66039 -2.11512
H -1.80429 0.40522 1.74688
*
```


Most favorable first, least favorable last: 2, 1


--- 1 ---
ORCA calculation (ωB97M-V/def2-TZVPD) on one molecule with the formula C2H6N2OS.

The value obtained for the orbital gap is 8.70 eV.

```
! wB97M-V def2-TZVPD RIJCOSX def2/J DEFGRID3
* xyz 0 1
N 0.16499 0.19655 -0.34266
H -1.11352 0.56910 1.15234
O -0.69561 -3.56337 -0.46693
N 0.15677 -1.27649 -0.53680
C -1.03289 0.78712 0.08286
S -1.06668 -2.16025 -0.40430
C 1.36814 0.74066 0.24541
H 1.36149 0.62592 1.33148
H 2.04102 -0.02640 -0.03916
H -0.83701 1.86220 -0.20147
H -1.86778 0.53500 -0.53449
H 1.52109 1.70995 -0.28628
*
```


--- 2 ---
ORCA calculation (ωB97M-V/def2-TZVPD) on one molecule with the formula C2H6N2OS.

As for the SMILES: CS/N=C\NO. The value obtained for the orbital gap is 8.54 eV.

```
! wB97M-V def2-TZVPD RIJCOSX def2/J DEFGRID3
* xyz 0 1
H -1.83153 -2.44776 -0.23285
N -1.41844 -1.58972 0.05591
H 1.71420 2.70315 1.03945
N 0.80333 -0.55813 0.16534
H 2.52232 1.02112 1.07210
O -2.06588 -0.46618 -0.48950
H 0.45597 -2.55901 0.24725
C -0.00719 -1.56418 0.10542
S 0.40912 1.05733 -0.20273
C 1.90411 1.74574 0.49458
H 2.51712 2.02847 -0.37316
H -2.47273 0.01182 0.25812
*
```


--- 3 ---
ORCA calculation (ωB97M-V/def2-TZVPD) on one molecule with the formula C2H6N2OS.

As for the SMILES: CO/N=C\NS. The value obtained for the orbital gap is 9.57 eV.

```
! wB97M-V def2-TZVPD RIJCOSX def2/J DEFGRID3
* xyz 0 1
H -2.51216 -0.43634 -0.04292
H 2.80872 -0.05372 -0.05864
H -2.14477 1.15075 0.90692
S 1.59070 -0.36993 1.87050
H 1.65042 -1.57633 -1.57770
N 1.83281 -0.18433 0.08882
C 1.09108 -0.81000 -0.90772
O -0.52737 0.47023 -0.11336
H 0.74449 0.69194 2.12682
N -0.11833 -0.46497 -1.08681
H -2.44511 1.00120 -1.06953
C -1.97048 0.58151 -0.13637
*
```


Most favorable first, least favorable last: 2, 1, 3